(1)
Computed, not measured: one molecule with the formula C19H26FN3OS in a non-equilibrium geometry, with the ωB97M-V functional and the def2-TZVPD basis.

**SMILES string**: CCCCN(CC)Cc1ccc(CNC(=S)Nc2cccc(F)c2)o1
**HOMO energy**: -7.901 eV
**Energy relative to the best compared isomer or geometry (same formula, charge and spin)**: 1.809 eV
**Multiplicity**: 1
**Kohn-Sham gap**: 0.311 hartree

```
51
Properties=species:S:1:pos:R:3:forces:R:3:lowdin_charge:R:1
C 1.04861 0.44219 -4.24277 0.114 0.111 0.217 -0.11
C 1.04080 1.44570 -3.09592 -0.271 -0.010 -0.169 -0.27
C -0.15928 2.38373 -3.18548 0.219 0.113 0.277 -0.19
C -0.22934 3.44639 -2.07275 -0.150 -0.069 -0.353 -0.19
N -0.39722 3.01751 -0.70372 -0.057 -0.034 -0.033 -0.17
C 0.77015 2.52026 0.00027 0.055 0.058 0.426 -0.25
C 0.83733 3.09041 1.41839 0.068 -0.124 -0.280 -0.08
C -1.64734 2.36760 -0.38343 0.265 -0.149 0.130 -0.10
C -1.84512 0.98033 -0.92758 -0.998 0.323 -0.413 -0.25
C -2.81735 0.45434 -1.72897 0.371 0.385 0.446 -0.03
C -2.47546 -0.90478 -1.93935 0.535 -0.274 0.282 -0.01
C -1.31568 -1.11267 -1.25599 -0.498 -0.467 -0.432 -0.26
C -0.41488 -2.29836 -1.11630 0.057 0.207 -0.229 -0.13
N 0.08470 -2.42860 0.23588 -0.036 -0.006 0.458 0.01
C 1.22607 -1.81379 0.62075 0.106 -0.034 -0.040 -0.84
S 2.30526 -1.13850 -0.42976 0.464 0.269 -0.354 0.69
N 1.50888 -1.75181 1.95581 0.135 0.232 -0.009 0.05
C 0.93459 -2.41544 3.03358 -0.404 -0.368 0.485 -0.24
C 0.34641 -3.67684 2.92186 0.099 0.044 -0.176 -0.04
C -0.19053 -4.29654 4.03571 -0.002 0.136 0.111 -0.07
C -0.14890 -3.69124 5.27945 0.031 0.105 0.126 -0.02
C 0.46135 -2.45322 5.37945 0.019 -0.116 -0.119 -0.27
F 0.53049 -1.85186 6.58312 -0.006 -0.057 -0.136 0.07
C 1.00261 -1.80682 4.28774 -0.056 -0.043 0.029 0.05
O -0.94035 0.02439 -0.62887 0.303 -0.022 0.156 0.06
H 0.13717 -0.15373 -4.23135 -0.092 -0.085 -0.034 0.07
H 1.89923 -0.22871 -4.14965 0.066 -0.132 -0.075 0.07
H 1.11247 0.95163 -5.20243 -0.007 0.005 -0.142 0.07
H 1.02144 0.89720 -2.15563 0.063 0.020 0.099 0.05
H 1.96392 2.02957 -3.11829 0.077 0.040 0.078 0.11
H -0.11795 2.91850 -4.13880 -0.056 0.026 -0.078 0.11
H -1.07796 1.79542 -3.18308 0.009 0.021 -0.114 0.09
H -1.07506 4.10766 -2.29976 0.092 0.067 -0.039 0.11
H 0.68030 4.05286 -2.10744 -0.039 0.065 -0.036 0.12
H 0.79805 1.42476 0.05267 0.151 0.120 -0.106 0.07
H 1.65703 2.84496 -0.54517 -0.011 -0.069 -0.048 0.12
H 0.02913 2.70966 2.03840 -0.083 -0.028 0.117 0.06
H 0.76454 4.17421 1.38638 0.002 0.117 0.026 0.07
H 1.78196 2.81429 1.88040 0.098 -0.054 0.151 0.07
H -2.46437 2.98905 -0.76181 -0.046 -0.110 0.077 0.13
H -1.72650 2.33234 0.70874 -0.119 0.032 -0.055 0.12
H -3.66794 0.96987 -2.12607 -0.147 0.201 -0.063 0.11
H -3.01237 -1.62208 -2.52565 -0.073 -0.227 -0.106 0.11
H -0.95289 -3.20747 -1.39387 0.018 0.117 -0.021 0.13
H 0.46109 -2.18180 -1.76567 -0.191 -0.134 0.099 0.08
H -0.62122 -2.55539 0.94954 0.073 -0.040 -0.010 0.14
H 2.27161 -1.12314 2.17186 -0.090 -0.155 -0.198 0.12
H 0.35075 -4.19308 1.97514 0.004 -0.026 -0.061 0.11
H -0.63781 -5.27320 3.93337 -0.035 -0.088 -0.004 0.11
H -0.56129 -4.16297 6.15583 -0.037 -0.030 0.115 0.12
H 1.47087 -0.84276 4.41119 0.010 0.138 0.029 0.13
```
Positions in Å, forces in eV/Å.

=====

(2)
Computed, not measured: C19H26FeN9O11P2S3 as an isolated structure in a non-equilibrium geometry, with the ωB97M-V functional and the def2-TZVPD basis.

**Charge**: -1
**HOMO energy (spin up / spin down)**: -4.898 / -5.022 eV
**Multiplicity**: 5
**Kohn-Sham gap (spin up / spin down)**: 0.261 / 0.266 hartree

```
71
Properties=species:S:1:pos:R:3:forces:R:3:mulliken_spin:R:1
Fe -0.85845 0.42309 0.71822 0.780 1.502 0.407 3.69
C -0.64066 6.05386 0.37485 0.021 -0.010 -0.045 0.00
N -0.06356 4.73652 0.56147 0.019 -0.017 0.069 0.00
C 1.37410 4.65649 0.39390 -0.006 0.038 -0.058 0.00
C -0.79603 3.58667 0.36925 -0.415 0.096 0.068 0.00
N -0.37567 2.50454 -0.13779 0.230 -0.404 -0.004 0.05
N -2.10620 3.68121 0.87255 0.153 -0.098 0.037 0.00
C -2.99639 2.61336 0.89142 0.321 0.005 -0.160 0.00
N -4.00622 2.78095 1.82220 -0.100 0.012 0.038 0.00
N -2.89767 1.62695 0.08204 -0.244 0.034 -0.100 0.03
H -0.36055 6.71789 1.19544 0.017 -0.001 0.015 0.00
H -1.72409 5.99594 0.32327 -0.009 -0.017 0.012 0.00
H -0.28706 6.50211 -0.56065 0.009 -0.004 -0.013 0.00
H 1.83872 5.43697 0.99742 -0.004 0.016 -0.010 0.00
H 1.67936 4.80049 -0.65107 -0.002 -0.014 0.008 0.00
H 1.74231 3.69086 0.73965 -0.015 0.011 0.025 0.00
H 0.56306 2.57274 -0.51865 -0.153 -0.064 0.091 0.00
H -2.14574 4.25422 1.70135 -0.002 -0.018 -0.003 0.00
H -3.69901 3.22506 2.67687 0.006 -0.034 0.015 0.00
H -4.46205 1.90396 2.02939 0.012 0.015 0.016 0.00
H -3.68091 0.99024 0.20169 0.053 0.016 0.181 0.00
O 0.48404 0.61142 6.57750 0.412 -0.504 0.374 0.00
C 1.04287 -0.47806 6.07630 -0.117 0.160 0.052 0.00
O 1.71563 -1.23230 6.74210 0.052 -0.051 0.047 0.00
C 0.78982 -0.74135 4.63763 0.113 -0.060 0.154 0.00
C 1.27971 -1.83225 3.95105 -0.018 -0.055 -0.105 0.00
N 0.82462 -1.73882 2.69196 0.011 0.030 -0.056 0.00
N 0.08573 -0.64490 2.51813 -0.032 -0.061 -0.463 0.01
C 0.05809 -0.01857 3.67388 -0.144 0.035 0.007 0.03
C -0.65298 1.30246 3.70299 0.060 -0.107 -0.173 -0.01
O -0.78287 1.87081 4.80692 -0.203 0.199 -0.230 0.00
O -1.02747 1.71872 2.57964 -0.213 -0.009 0.096 0.04
H -0.04091 1.10936 5.87901 -0.231 0.332 -0.165 0.00
H 1.90940 -2.63820 4.28698 -0.011 0.018 -0.008 0.00
H 1.07301 -2.26595 1.86370 -0.017 0.033 0.010 0.00
C -3.12518 -3.28330 -1.37285 -0.029 0.054 -0.059 0.00
C -2.63688 -1.93986 -0.83630 0.136 0.064 0.112 -0.01
O -3.40875 -0.89528 -1.40869 0.016 -0.059 -0.010 0.00
P -2.83295 -1.92612 1.00135 -0.300 -0.046 0.243 0.01
O -1.92873 -3.10890 1.51643 -0.131 -0.020 0.050 0.00
O -4.32599 -2.46189 1.24488 0.250 0.024 -0.184 0.00
O -2.62851 -0.61317 1.69805 0.104 -0.583 -0.783 0.03
P -0.81350 -1.66708 -1.20491 -0.352 -0.184 -0.057 0.01
O -0.54185 -2.40759 -2.59978 -0.030 0.037 0.068 0.00
O -0.07572 -2.39462 -0.11870 0.034 0.079 0.008 0.01
O -0.68220 -0.17208 -1.39296 -0.139 -0.639 0.533 0.04
H -4.17603 -3.42985 -1.12436 0.002 0.018 -0.020 0.00
H -2.54753 -4.10897 -0.95803 0.014 0.019 0.008 0.00
H -3.00542 -3.28176 -2.45483 -0.020 -0.023 -0.004 0.00
H -2.82912 -0.11626 -1.48687 -0.015 0.025 0.038 0.00
H -1.06707 -3.04757 1.01049 0.075 0.055 -0.023 0.00
H -4.56785 -2.38778 2.17355 -0.091 0.064 0.125 0.00
H -0.48901 -1.76806 -3.31798 0.045 0.085 -0.133 0.00
S 3.00457 0.95126 -5.14975 -0.050 0.003 0.118 0.00
C 2.85852 0.47258 -3.55236 0.023 -0.020 -0.158 0.00
S 2.45099 1.54549 -2.26793 -0.087 0.400 0.150 0.00
C 2.41733 0.24473 -1.09807 -0.184 -0.227 0.237 0.00
N 2.72685 -0.89453 -1.63465 0.004 0.160 -0.176 0.01
N 2.98527 -0.74644 -2.99598 0.090 -0.433 0.094 0.00
C 3.31373 -1.96227 -3.67142 -0.097 0.116 0.083 0.00
C 2.70253 -3.13707 -3.24880 -0.042 -0.038 0.021 0.00
C 3.01233 -4.33155 -3.87981 0.021 0.019 -0.025 0.00
C 3.92893 -4.35960 -4.92421 -0.027 0.071 0.036 0.00
C 4.54188 -3.18063 -5.32421 -0.007 -0.001 0.019 0.00
C 4.24127 -1.97760 -4.69901 0.166 -0.039 -0.133 0.00
S 1.96424 0.49543 0.54583 0.295 0.091 -0.306 0.03
H 1.99732 -3.10060 -2.43018 0.023 -0.019 -0.025 0.00
H 2.53075 -5.24419 -3.55128 0.005 0.011 -0.005 0.00
H 4.16539 -5.29321 -5.41915 0.003 0.004 0.007 0.00
H 5.26642 -3.18944 -6.12895 -0.004 -0.007 0.004 0.00
H 4.71799 -1.05868 -5.00910 -0.036 -0.085 0.020 0.00
```
Positions in Å, forces in eV/Å.

=====

(3)
Computed, not measured: one molecule with the formula C19H26N2O3S2 in a non-equilibrium geometry, with the ωB97M-V functional and the def2-TZVPD basis.

**SMILES string**: CCCCN(CCCC)S(=O)(=O)c1ccc(NC(=O)c2cccs2)cc1
**HOMO energy**: -8.809 eV
**Energy relative to the best compared isomer or geometry (same formula, charge and spin)**: 0.000 eV
**Multiplicity**: 1
**Kohn-Sham gap**: 0.321 hartree

```
52
Properties=species:S:1:pos:R:3:forces:R:3:lowdin_charge:R:1
C -0.14101 4.31648 -4.59761 -0.075 -0.003 0.260 -0.12
C 0.02239 3.75015 -3.19282 0.236 -0.115 -0.178 -0.27
C 1.11991 2.68999 -3.14205 -0.322 0.193 0.271 -0.20
C 1.26836 2.10317 -1.73880 -0.353 0.237 -0.552 -0.21
N 2.29927 1.08578 -1.68978 -0.127 -0.997 -0.575 -0.24
C 3.25530 1.12981 -0.60922 0.269 -0.176 0.570 -0.21
C 2.64709 1.06267 0.79632 0.343 0.001 -0.121 -0.20
C 3.72555 0.85680 1.85764 -0.347 0.066 0.008 -0.26
C 3.12922 0.77553 3.25772 0.212 0.017 -0.172 -0.11
S 1.91423 -0.42090 -2.28469 0.081 0.119 0.087 0.68
O 3.09136 -1.23311 -2.17463 -0.063 -0.010 0.340 -0.28
O 1.31683 -0.25562 -3.57616 -0.304 0.111 0.183 -0.28
C 0.65869 -1.08951 -1.19225 0.508 0.254 -0.499 -0.27
C -0.67136 -0.78075 -1.40417 0.043 -0.053 0.007 -0.05
C -1.63979 -1.24910 -0.53429 -0.158 0.040 -0.002 0.02
C -1.26825 -2.04441 0.54931 0.209 0.218 -0.323 -0.20
N -2.18785 -2.55101 1.46251 0.121 -0.246 0.268 0.12
C -3.54123 -2.34180 1.52191 0.012 0.117 -0.116 -0.47
O -4.16578 -1.63723 0.75600 0.038 0.006 -0.039 0.08
C -4.21144 -3.05152 2.62065 -0.295 -0.404 0.605 -0.43
C -5.55631 -3.00381 2.87532 0.477 0.120 -0.269 -0.10
C -5.93674 -3.77713 3.98709 0.045 -0.148 0.187 -0.17
C -4.88206 -4.40665 4.57039 0.307 0.014 -0.089 -0.40
S -3.40259 -4.06972 3.77517 -0.560 0.210 -0.150 1.05
C 0.07793 -2.37307 0.73620 -0.058 0.087 -0.081 -0.01
C 1.03780 -1.89246 -0.13149 -0.005 -0.139 0.047 -0.07
H -0.38972 3.52255 -5.29734 -0.029 -0.056 -0.133 0.07
H -0.93397 5.06056 -4.62217 -0.054 0.081 -0.098 0.07
H 0.78220 4.78618 -4.92875 0.088 0.063 -0.091 0.07
H -0.92242 3.30739 -2.86899 -0.051 0.019 0.088 0.11
H 0.26225 4.56017 -2.49887 -0.068 0.014 0.082 0.11
H 2.07383 3.12833 -3.44026 0.080 -0.009 -0.043 0.12
H 0.89400 1.88278 -3.83716 0.036 0.123 -0.034 0.09
H 1.54782 2.90016 -1.04518 -0.012 -0.127 0.047 0.13
H 0.30746 1.69013 -1.40320 0.004 0.183 0.095 0.12
H 3.85022 2.04402 -0.71239 -0.002 -0.071 -0.047 0.13
H 3.91218 0.27417 -0.77110 0.166 0.205 0.165 0.11
H 1.93274 0.23823 0.84092 -0.029 0.078 0.055 0.09
H 2.10126 1.98431 1.01170 -0.094 0.000 0.027 0.11
H 4.27028 -0.06389 1.63975 0.099 -0.006 -0.043 0.11
H 4.43952 1.68192 1.81277 0.109 -0.016 -0.033 0.11
H 2.42523 -0.05128 3.32381 -0.099 -0.082 0.057 0.07
H 2.60060 1.69419 3.50251 -0.080 0.078 0.073 0.07
H 3.91067 0.62222 3.99795 0.009 -0.019 0.145 0.07
H -0.94098 -0.19624 -2.26929 -0.124 0.069 -0.082 0.12
H -2.67873 -1.01057 -0.68758 0.011 0.000 -0.016 0.10
H -1.78908 -3.15187 2.17214 -0.076 0.140 -0.171 0.09
H -6.23123 -2.42621 2.27056 -0.071 0.120 -0.141 0.12
H -6.94842 -3.86356 4.33977 -0.156 -0.034 0.081 0.11
H -4.87901 -5.05379 5.42522 -0.051 -0.125 0.177 0.06
H 0.36345 -3.00835 1.56285 0.051 -0.068 0.080 0.12
H 2.08032 -2.14416 -0.01594 0.107 -0.078 0.094 0.12
```
Positions in Å, forces in eV/Å.